Record 1
Below is one molecule with the formula C4H7NO2, with properties calculated with ωB97M-V/def2-TZVPD.

XYZ file:
```
14
C4H7NO2 | the Open Molecules 2025 dataset | ωB97M-V/def2-TZVPD
C -1.323 -1.165 -0.159
C -0.376 -0.003 -0.074
N -0.643 1.110 0.492
O -1.923 1.128 1.019
C 0.980 -0.069 -0.698
C 2.126 0.511 -0.007
O 1.944 -0.900 -0.063
H -2.204 -0.898 -0.753
H -0.840 -2.039 -0.603
H -1.684 -1.426 0.841
H -1.973 2.013 1.404
H 0.994 -0.133 -1.789
H 2.960 0.911 -0.581
H 1.963 0.958 0.972
```

For the calculated total energy, the calculation gives -361.74989 Eh. Its frontier orbital gap is 10.845 eV. The calculation puts the relative energy (zero: lowest compared OMol25 entry of this formula, charge and spin) at 343.9 kJ/mol. Its structure (SMILES) is C/C(=N\O)[C@H]1CO1.

Atomic partial charges in e from the Mulliken method, atoms 1 to 2: atom 1 (C): -1.113, atom 2 (C): 0.536

Record 2
Below is C49H68K2NO10S3 as an isolated structure at a distorted geometry, with properties calculated with ωB97M-V/def2-TZVPD.

XYZ file:
```
133
C49H68K2NO10S3 | the Open Molecules 2025 dataset | ωB97M-V/def2-TZVPD
K 2.949 10.536 32.206
K 7.075 7.123 30.867
C 2.464 7.565 30.407
C 3.408 7.840 29.206
C 2.554 7.858 27.919
C 3.182 8.689 26.796
C 3.458 10.104 27.339
C 4.491 10.087 28.493
N 4.073 9.130 29.511
O 5.008 9.163 30.578
C 4.467 11.528 29.032
C 5.845 9.746 27.857
C 4.360 6.634 29.099
H 1.849 6.674 30.274
H 1.719 8.373 30.380
H 3.000 7.679 31.349
H 1.513 8.173 27.996
H 2.587 6.848 27.501
H 2.545 8.897 25.930
H 4.091 8.251 26.371
H 2.436 10.343 27.656
H 3.779 10.836 26.597
H 4.846 12.246 28.303
H 5.143 11.626 29.889
H 3.495 11.785 29.461
H 6.059 10.217 26.888
H 5.986 8.680 27.668
H 6.694 10.079 28.462
H 4.972 6.747 28.200
H 3.714 5.773 28.886
H 4.841 6.325 30.020
C 5.331 7.129 36.778
C 6.403 6.863 35.932
C 6.240 7.184 34.472
O 7.174 6.897 33.646
C 5.083 7.760 34.012
C 3.998 8.136 34.838
C 4.131 7.795 36.384
O 3.212 8.090 37.149
O 2.988 8.708 34.386
O 7.419 6.260 36.381
H 5.481 6.901 37.824
H 5.030 8.021 32.957
C -1.277 8.302 31.575
S -0.676 7.083 32.822
O -0.451 7.712 34.158
C -2.081 5.937 32.817
H -1.412 7.865 30.592
H -0.740 9.248 31.612
H -2.219 8.654 32.020
H -2.319 5.745 31.771
H -2.959 6.226 33.396
H -1.700 5.026 33.277
C 9.378 3.326 27.491
S 7.783 4.139 27.900
O 8.014 4.989 29.108
C 7.729 5.185 26.400
H 9.573 2.542 28.225
H 10.259 3.962 27.482
H 9.165 2.787 26.566
H 8.369 6.063 26.434
H 6.690 5.500 26.288
H 7.949 4.538 25.552
C 2.060 17.767 30.264
S 2.194 16.156 29.485
O 2.268 16.399 28.006
C 3.888 15.643 30.063
H 1.125 18.285 30.048
H 2.848 18.408 29.858
H 2.162 17.787 31.351
H 3.922 14.782 29.401
H 4.054 15.486 31.126
H 4.554 16.471 29.815
C -2.240 10.331 24.798
C -0.921 10.020 25.093
C 0.114 10.612 24.421
C -0.129 11.315 23.227
C -1.432 11.497 22.840
C -2.498 11.039 23.626
H -3.059 9.993 25.419
H -0.747 9.490 26.025
H 1.121 10.409 24.763
H 0.649 11.656 22.558
H -1.702 11.920 21.880
H -3.506 11.249 23.294
C 1.392 2.958 27.747
C 1.479 3.623 28.972
C 2.189 3.067 30.021
C 2.963 1.919 29.794
C 2.780 1.207 28.615
C 1.974 1.715 27.632
H 0.766 3.355 26.959
H 0.999 4.582 29.121
H 2.235 3.563 30.982
H 3.672 1.614 30.551
H 3.387 0.318 28.487
H 1.865 1.059 26.772
C 8.707 10.052 23.803
C 8.798 10.196 25.169
C 8.961 11.430 25.777
C 9.183 12.541 24.965
C 9.158 12.413 23.584
C 8.884 11.176 23.030
H 8.393 9.115 23.360
H 8.433 9.451 25.870
H 8.840 11.509 26.848
H 9.431 13.536 25.320
H 9.433 13.197 22.891
H 8.701 11.186 21.958
C 5.080 13.793 22.702
C 4.350 14.924 22.346
C 3.321 15.328 23.201
C 3.110 14.709 24.423
C 3.954 13.659 24.775
C 4.946 13.175 23.925
H 5.885 13.471 22.047
H 4.669 15.496 21.486
H 2.850 16.275 22.956
H 2.304 15.094 25.031
H 3.806 13.126 25.708
H 5.548 12.327 24.220
O 7.235 13.185 31.258
C 7.402 14.187 31.878
O 6.897 15.405 31.522
C 7.146 16.375 32.573
C 7.453 15.467 33.740
C 8.228 14.304 33.147
H 6.251 16.985 32.686
H 7.969 17.067 32.377
H 6.590 15.353 34.405
H 8.004 16.002 34.533
H 8.347 13.419 33.759
H 9.226 14.695 32.934
```

For the calculated total energy, the calculation gives -5109.32875 Eh. Its frontier orbital gap is 3.664 eV. As for the total charge: -1.

Atomic partial charges in e from the Mulliken method, atoms 1 to 2: atom 1 (K): 0.867, atom 2 (K): 1.057

Record 3
Below is one molecule with the formula H3NO6Si at a distorted geometry, with properties calculated with ωB97M-V/def2-TZVPD.

XYZ file:
```
11
H3NO6Si | the Open Molecules 2025 dataset | ωB97M-V/def2-TZVPD
N -2.158 0.313 0.058
O -1.874 1.265 0.758
O -3.185 -0.094 -0.307
O 1.113 0.370 -1.528
O 1.060 0.976 0.991
O 0.967 -1.633 0.207
O -1.076 -0.302 -0.403
Si 0.586 -0.113 -0.084
H 1.985 0.167 -1.739
H 0.915 1.247 1.910
H 1.668 -2.196 0.138
```

For the calculated total energy, the calculation gives -797.54353 Eh. Its frontier orbital gap is 11.315 eV. The calculation puts the relative energy (zero: lowest compared OMol25 entry of this formula, charge and spin) at 67.0 kJ/mol. Its structure (SMILES) is O=[N+]([O-])O[Si](O)(O)O.

Atomic partial charges in e from the Mulliken method, atoms 1 to 2: atom 1 (N): 1.190, atom 2 (O): -0.581

Record 4
Below is an isolated ion of composition C6H11N2OS2 and charge +1 at a distorted geometry, with properties calculated with ωB97M-V/def2-TZVPD.

XYZ file:
```
22
C6H11N2OS2 | the Open Molecules 2025 dataset | ωB97M-V/def2-TZVPD
C -0.941 0.015 -1.129
C 0.459 0.056 -0.982
C 0.478 0.545 1.392
C 0.237 -0.535 2.164
C 0.722 3.235 0.700
C -1.630 -2.559 -0.538
N 0.956 0.506 0.120
N 1.324 -0.295 -1.990
O -3.082 -0.535 0.347
S 0.451 2.206 2.107
S -1.680 -0.794 0.212
H -1.338 0.886 -1.700
H 0.501 -1.572 1.894
H -0.136 -0.438 3.166
H 0.425 4.306 0.835
H 0.176 2.844 -0.174
H 1.769 3.318 0.759
H -1.602 -3.415 0.285
H -2.470 -2.499 -1.264
H -0.699 -2.657 -1.118
H 1.027 -0.340 -2.964
H 2.338 -0.383 -1.758
```

For the calculated total energy, the calculation gives -1215.91831 Eh. Its frontier orbital gap (spin up / spin down) is 6.866 / 6.154 eV. The calculation puts the relative energy (zero: lowest compared OMol25 entry of this formula, charge and spin) at 333.5 kJ/mol. As for the total charge: +1.

Atomic partial charges in e from the Mulliken method, atoms 1 to 2: atom 1 (C): -0.494, atom 2 (C): 0.666

Record 5
Below is C25H32NO2Zr as an isolated structure at a distorted geometry, with properties calculated with ωB97M-V/def2-TZVPD.

XYZ file:
```
61
C25H32NO2Zr | the Open Molecules 2025 dataset | ωB97M-V/def2-TZVPD
C -3.100 0.927 0.565
C -2.488 1.260 -0.691
C -1.827 0.098 -1.199
H -2.609 2.186 -1.232
C -1.995 -0.957 -0.237
C -2.820 -0.449 0.836
H -1.759 -2.002 -0.412
C 0.275 2.933 1.734
C -0.486 3.022 0.512
C 0.356 2.614 -0.558
H -1.421 3.577 0.400
C 1.659 2.239 -0.008
C 1.598 2.530 1.389
H -1.410 -0.005 -2.183
H -3.328 -1.072 1.562
H -3.830 1.544 1.069
H 2.469 2.568 2.046
H 0.139 2.770 -1.615
H -0.076 3.305 2.688
Zr -0.546 0.472 1.070
C 2.457 1.042 -0.557
C 3.776 0.771 0.126
C 2.570 1.152 -2.054
H 4.371 1.679 0.142
H 4.331 -0.011 -0.409
H 3.663 0.408 1.147
H 3.147 2.047 -2.304
H 1.621 1.272 -2.577
H 3.096 0.292 -2.478
C 1.446 -0.015 -0.023
C 1.309 -1.524 0.098
H 0.541 0.235 -0.693
H 1.483 0.217 1.128
O 0.337 -1.710 0.988
N 1.958 -2.390 -0.659
C 1.357 -3.363 -1.641
H 2.935 -2.461 -0.457
C 0.537 -2.621 -2.678
C -0.734 -3.132 -2.943
H -1.090 -3.983 -2.358
C -1.472 -2.706 -4.051
H -2.433 -3.177 -4.275
C -0.947 -1.716 -4.879
H -1.484 -1.406 -5.770
C 0.269 -1.105 -4.565
H 0.675 -0.310 -5.203
C 1.004 -1.534 -3.439
H 1.999 -1.125 -3.245
H 0.763 -4.000 -0.972
H 2.116 -4.044 -2.058
C -2.861 0.022 4.414
C -1.629 0.886 4.189
C -0.540 0.720 5.233
O -1.050 0.612 2.908
H -2.612 -1.026 4.339
H -3.643 0.237 3.680
H -3.235 0.215 5.435
H -1.971 1.923 4.240
H -0.196 -0.307 5.272
H 0.306 1.380 5.004
H -0.970 0.994 6.208
```

For the calculated total energy, the calculation gives -1223.84501 Eh. Its frontier orbital gap is 7.230 eV. As for the total charge: +1.

Atomic partial charges in e from the Mulliken method, atoms 1 to 2: atom 1 (C): -0.241, atom 2 (C): -1.163